1.
{"formula": "C33H37CsN4", "method": "wB97M-V/def2-TZVPD", "spin_multiplicity": 1, "de_lowest_kcal_mol": 10.19, "symbols": ["C", "C", "H", "H", "N", "C", "H", "C", "C", "C", "C", "H", "H", "C", "C", "C", "H", "H", "H", "C", "H", "C", "N", "H", "H", "C", "N", "H", "H", "H", "H", "H", "H", "C", "H", "N", "H", "C", "C", "H", "H", "C", "C", "Cs", "H", "H", "H", "C", "H", "C", "H", "H", "C", "H", "H", "H", "C", "H", "H", "H", "C", "C", "H", "H", "H", "C", "C", "C", "H", "C", "C", "C", "C", "C", "C"], "coordinates": [[3.605, -0.017, -1.861], [5.686, -3.531, -0.481], [-5.227, -3.263, 1.062], [4.401, -0.292, -2.554], [-0.949, 2.031, 2.035], [5.390, -3.855, 0.831], [2.028, -0.896, -0.732], [2.799, -4.578, 3.187], [-4.544, -1.584, 3.128], [-3.723, -1.933, 1.887], [2.823, -1.245, -1.396], [-4.272, -0.602, 3.517], [2.698, -5.387, 2.464], [-3.815, 3.678, 0.409], [4.119, -2.534, 3.844], [3.681, -2.188, -0.584], [-5.020, -0.805, 0.545], [0.584, -1.539, 3.853], [-4.039, -4.067, 2.097], [4.255, -3.375, 1.464], [4.063, 0.498, -1.017], [-2.703, 2.837, 0.586], [-2.282, 1.991, -0.375], [-4.579, 2.652, -2.731], [-0.190, 2.769, 5.218], [3.369, -2.552, 0.736], [2.228, -2.069, 1.418], [3.294, -1.856, 3.645], [-3.388, -1.086, -0.075], [1.555, -2.797, -2.240], [4.909, -4.386, 3.168], [-2.105, 4.341, 4.913], [-2.068, -1.208, 4.299], [-0.347, 2.019, 3.201], [0.924, -3.178, 0.232], [-1.357, -2.407, 1.299], [-5.608, -1.569, 2.887], [-3.965, -0.861, 0.822], [4.052, -3.748, 2.919], [-3.891, 5.232, 3.445], [-5.364, 4.247, -0.978], [-2.448, 3.721, 2.875], [-3.574, 4.577, 2.644], [-0.258, -0.014, 0.119], [2.949, 0.685, -2.381], [-5.085, 5.196, 1.291], [-2.594, 1.245, -2.252], [-4.073, 2.741, -1.781], [6.061, -4.498, 1.387], [-0.724, 2.833, 4.281], [1.895, -3.975, 3.156], [1.521, -1.269, -3.136], [4.837, -2.694, -1.172], [-3.579, -3.564, 0.474], [-4.386, -2.317, 3.919], [5.054, -1.989, 3.706], [-2.952, 1.946, -1.505], [0.470, 1.316, 3.313], [2.867, -5.022, 4.182], [6.578, -3.920, -0.953], [-0.231, -1.724, 3.170], [-2.241, -1.974, 2.213], [-3.657, 0.117, 1.195], [4.064, -2.856, 4.885], [2.912, -2.343, -3.264], [-1.598, -1.550, 3.391], [1.066, -2.535, 1.117], [-0.123, -2.259, 1.877], [5.073, -2.422, -2.193], [-4.501, 3.613, -0.817], [-4.173, -3.291, 1.344], [2.161, -1.955, -2.575], [-1.775, 3.692, 4.111], [-4.229, 4.556, 1.464], [-1.996, 2.857, 1.861]]}

=====

2.
{"formula": "H3OS", "method": "wB97M-V/def2-TZVPD", "charge": -1, "spin_multiplicity": 1, "de_lowest_kcal_mol": 3.74, "symbols": ["O", "H", "S", "H", "H"], "coordinates": [[0.288, 1.443, 0.777], [-0.625, 1.204, 0.910], [-0.350, -1.753, -0.284], [0.010, -1.717, -1.571], [0.677, 0.822, 0.168]]}

=====

3.
{"formula": "C3H7ClOS", "method": "wB97M-V/def2-TZVPD", "smiles": "OC[C@@H](Cl)CS", "spin_multiplicity": 1, "de_lowest_kcal_mol": 79.75, "symbols": ["C", "H", "Cl", "H", "H", "H", "O", "H", "H", "S", "C", "C", "H"], "coordinates": [[-0.744, -0.173, 0.459], [1.209, 1.131, 0.480], [-1.321, 0.165, 2.191], [0.277, -2.510, 0.658], [1.040, -0.792, 1.150], [1.075, -1.686, -1.543], [1.207, -1.017, -0.685], [-1.651, -0.140, -0.305], [-0.358, 1.969, 0.643], [-0.172, 0.946, -1.726], [0.380, -1.308, 0.467], [0.040, 1.067, 0.088], [-0.982, 2.349, -1.880]]}

=====

4.
{"formula": "C10H48B3O12", "method": "wB97M-V/def2-TZVPD", "charge": -1, "spin_multiplicity": 1, "de_lowest_kcal_mol": 221.70, "symbols": ["H", "H", "H", "H", "C", "H", "H", "O", "H", "H", "H", "H", "O", "H", "C", "H", "H", "H", "H", "O", "C", "B", "C", "H", "H", "H", "C", "H", "O", "H", "O", "H", "O", "H", "O", "H", "H", "O", "O", "H", "H", "H", "H", "H", "H", "B", "B", "H", "H", "H", "H", "H", "H", "H", "H", "C", "H", "C", "H", "C", "H", "O", "C", "H", "H", "H", "O", "H", "H", "C", "O", "H", "H"], "coordinates": [[-4.277, -6.961, 3.461], [4.827, -2.985, -3.613], [6.174, -2.076, -6.530], [-1.958, 2.823, 0.624], [0.076, -2.865, -5.298], [4.292, 0.997, 4.001], [4.453, 1.145, 5.722], [-2.899, -4.826, 2.248], [-0.329, 0.685, 1.354], [1.164, -2.817, -5.238], [6.112, -2.225, -2.537], [-0.165, 3.224, -7.486], [-0.408, -2.894, -2.995], [2.501, 3.059, -7.266], [6.218, -1.807, -4.620], [-1.040, -1.263, -4.181], [-0.173, 6.247, -0.952], [0.321, 2.739, -4.859], [-2.488, 3.786, 1.799], [-0.017, -2.093, -6.452], [-4.647, 1.290, 7.339], [0.713, 6.085, -0.357], [0.699, 3.430, -6.854], [6.666, -0.814, -4.595], [-1.588, 0.668, 7.628], [-0.424, 0.558, -0.400], [0.407, 3.713, -5.341], [0.756, -0.780, 3.420], [4.503, -1.106, -3.139], [-4.668, 0.973, 8.382], [5.511, -2.102, -5.837], [-3.122, 1.605, 5.819], [-2.309, 3.684, 0.862], [1.274, -2.216, 3.943], [-2.340, 0.273, 7.179], [0.288, -1.211, -6.226], [0.407, -0.730, 0.558], [1.753, 2.576, -6.909], [1.131, -1.288, 4.144], [-0.540, 4.228, -5.181], [-2.696, 2.326, 7.289], [-1.731, 4.369, 0.519], [1.935, -0.851, 4.433], [3.096, 2.009, 4.948], [-5.376, -5.496, 5.419], [-0.387, 0.000, 0.522], [4.109, 1.656, 4.836], [1.564, 6.635, -0.727], [-0.139, -2.103, -2.522], [-0.242, -3.882, -5.529], [-5.145, -0.360, 6.612], [0.422, 6.454, 0.614], [4.632, 2.573, 4.615], [0.915, 5.025, -0.338], [-3.514, -5.906, 4.512], [-3.171, 1.428, 6.893], [-1.771, -2.771, -4.290], [5.443, -2.113, -3.390], [-5.156, 2.253, 7.303], [-4.203, -4.858, 2.767], [-5.055, -4.895, 2.088], [1.413, 4.460, -4.779], [-4.367, -5.940, 3.834], [6.970, -2.591, -4.526], [-2.723, -4.032, 1.738], [-1.284, -0.596, 0.589], [-5.423, 0.534, 6.403], [-4.367, -3.869, 3.195], [3.761, -1.068, -3.747], [-0.784, -2.322, -4.176], [-5.528, -5.980, 4.604], [0.841, 4.369, -7.388], [1.109, 4.814, -3.940]]}

=====

5.
{"formula": "C5H8N2", "method": "wB97M-V/def2-TZVPD", "spin_multiplicity": 1, "de_lowest_kcal_mol": 62.03, "symbols": ["H", "C", "C", "H", "C", "N", "H", "H", "H", "H", "H", "N", "H", "C", "C"], "coordinates": [[-1.711, 0.609, -2.376], [0.431, -0.675, -0.203], [-0.273, -0.734, -1.470], [-1.796, 1.199, 0.336], [-0.907, 1.154, -0.294], [1.246, -1.567, 0.380], [0.079, -0.157, 2.459], [-0.610, 2.183, -0.525], [1.704, -1.115, 1.198], [-0.133, -1.516, -2.204], [0.655, 1.577, 2.156], [0.117, 0.422, 0.467], [1.693, -2.273, -0.180], [0.584, 0.557, 1.798], [-1.078, 0.336, -1.541]]}

=====

6.
{"formula": "C30H32BCoIN10O2", "method": "wB97M-V/def2-TZVPD", "e_tot_ha": -3565.19101, "charge": 2, "spin_multiplicity": 6, "symbols": ["H", "Co", "C", "I", "C", "N", "C", "H", "C", "H", "H", "C", "B", "O", "H", "C", "H", "N", "C", "H", "N", "C", "C", "H", "H", "C", "N", "H", "C", "C", "C", "N", "H", "N", "H", "C", "H", "H", "H", "H", "C", "H", "H", "C", "H", "H", "C", "H", "C", "H", "N", "C", "H", "C", "H", "H", "H", "C", "C", "N", "N", "C", "C", "C", "C", "H", "H", "H", "C", "H", "C", "C", "O", "C", "H", "H", "N"], "coordinates": [[-3.893, -2.449, -2.282], [0.854, 2.026, 0.018], [0.769, -0.386, 3.465], [0.459, 4.060, 1.606], [4.404, 1.784, -1.913], [-4.063, -0.440, 2.205], [-4.276, 1.185, 3.743], [0.346, 3.186, -2.637], [3.021, 4.126, -1.191], [4.831, -3.996, -1.500], [-1.393, -3.371, -3.401], [-6.030, -0.757, 3.642], [-1.939, 0.355, 1.053], [0.036, -0.909, -0.678], [-0.626, -4.205, 1.599], [0.886, -2.013, -0.497], [0.041, -2.472, -2.886], [2.437, 0.545, -0.955], [3.009, -2.998, -1.030], [5.047, -2.358, -0.900], [-2.196, -0.838, 0.009], [1.446, 0.367, 2.498], [-0.527, -0.472, 3.014], [-4.668, 1.760, 4.564], [-6.510, -0.260, 4.481], [2.484, 2.878, -0.956], [0.593, 0.691, 1.523], [-4.265, -1.105, 0.082], [-4.815, -0.014, 3.210], [-1.795, -1.899, -1.929], [-0.726, 3.312, -2.786], [1.328, -4.232, 0.126], [-5.772, -1.777, 3.930], [-1.266, -1.218, -0.899], [3.482, -0.020, 1.995], [-0.783, -3.389, 0.899], [3.460, -0.656, -2.266], [-2.435, 2.236, 3.053], [3.023, 1.684, 1.879], [4.455, -3.148, -3.518], [-1.021, -2.395, -3.096], [-0.947, 4.366, -2.949], [2.502, 5.038, -0.921], [-3.161, 1.440, 2.997], [4.704, 5.168, -1.997], [-1.607, -3.678, 0.243], [3.145, 1.708, -1.317], [-1.012, 2.773, -3.691], [-3.155, -1.968, -1.664], [4.954, 0.888, -2.170], [-0.624, 0.177, 1.833], [2.509, -4.163, -0.461], [1.180, -0.794, 4.372], [-3.083, 2.296, -0.165], [-1.156, -1.712, -3.936], [-1.384, -0.959, 3.452], [-1.069, -2.498, 1.452], [-1.506, 2.791, -1.629], [4.264, 4.199, -1.809], [-0.990, 1.924, -0.745], [-3.050, 0.444, 2.071], [2.708, -0.583, -1.483], [2.174, -1.870, -1.022], [-2.838, 3.050, -1.293], [2.882, 0.767, 2.455], [3.096, -5.076, -0.459], [5.926, 3.110, -2.608], [-6.745, -0.837, 2.823], [4.947, 3.036, -2.154], [3.259, 0.926, 3.463], [0.502, -3.195, 0.144], [-3.364, -1.289, -0.475], [4.565, -2.452, -2.864], [4.434, -2.982, -1.555], [-3.528, 3.700, -1.802], [-3.986, 2.202, 0.417], [-1.961, 1.634, 0.172]]}

=====

7.
{"formula": "C20H20BN7O2ReS2", "method": "wB97M-V/def2-TZVPD", "charge": 2, "spin_multiplicity": 2, "de_lowest_kcal_mol": 3.74, "symbols": ["N", "C", "C", "C", "N", "H", "H", "C", "N", "C", "H", "H", "H", "C", "H", "C", "C", "C", "H", "H", "H", "C", "C", "H", "C", "N", "C", "H", "O", "S", "Re", "N", "N", "S", "H", "C", "C", "H", "H", "C", "H", "O", "C", "N", "H", "C", "H", "C", "B", "H", "H", "C", "H"], "coordinates": [[-1.329, -1.041, 2.337], [0.854, -1.951, -4.785], [1.763, -0.584, -3.073], [2.723, 2.060, 0.851], [-2.870, -1.164, 0.080], [2.464, -0.269, 4.077], [-4.353, 1.728, -2.396], [-2.641, -0.038, -0.583], [0.593, -0.559, -2.402], [-0.347, -1.945, -4.095], [-2.377, -0.525, 4.135], [2.900, -1.220, -4.739], [3.248, 4.002, 3.544], [-3.513, 1.091, -2.660], [-3.671, 0.677, -3.652], [-4.121, -1.182, -1.752], [3.401, 1.503, -0.371], [2.159, -0.879, 3.233], [-3.550, -1.320, 2.237], [-1.209, -2.487, -4.462], [2.616, -0.502, 2.324], [1.931, -1.254, -4.259], [0.745, 2.322, 2.023], [-4.805, -1.402, -2.555], [1.378, 3.120, 2.955], [2.497, 0.718, -1.172], [-0.037, -1.130, 2.037], [2.480, -1.905, 3.396], [3.975, 0.230, -2.927], [0.579, -1.568, 0.467], [0.645, 0.501, -0.548], [0.696, -0.819, 3.121], [1.407, 1.782, 0.985], [-1.539, 1.229, -0.088], [-1.364, -1.223, -2.343], [3.418, 2.838, 1.743], [2.897, 0.155, -2.439], [4.471, 3.016, 1.565], [-4.143, -2.852, -0.305], [-3.787, -1.895, -0.651], [-2.459, -2.849, 1.532], [4.543, 1.712, -0.611], [-0.166, -0.512, 4.147], [-3.394, -0.014, -1.700], [0.180, -0.243, 5.132], [-1.423, -0.651, 3.652], [-0.307, 2.090, 2.105], [-0.448, -1.238, -2.912], [-2.596, -1.653, 1.582], [0.953, -2.498, -5.715], [0.799, 3.539, 3.767], [2.733, 3.379, 2.824], [-2.601, 1.680, -2.655]]}

=====

8.
{"formula": "C50H50AsClIrN3O3SeTe", "method": "wB97M-V/def2-TZVPD", "charge": 2, "spin_multiplicity": 1, "de_lowest_kcal_mol": 3.57, "symbols": ["Ir", "C", "H", "H", "C", "H", "H", "O", "H", "H", "C", "C", "H", "H", "C", "H", "H", "Te", "H", "H", "C", "C", "H", "H", "C", "H", "C", "C", "H", "C", "O", "H", "C", "Cl", "N", "C", "H", "C", "H", "H", "H", "H", "C", "C", "H", "C", "O", "H", "C", "C", "H", "H", "C", "As", "C", "C", "H", "H", "H", "C", "C", "C", "C", "H", "C", "H", "H", "N", "H", "C", "H", "N", "H", "C", "C", "C", "H", "C", "H", "H", "C", "H", "H", "H", "C", "C", "C", "C", "H", "H", "H", "C", "H", "H", "C", "C", "C", "C", "H", "C", "C", "C", "C", "Se", "H", "H", "C", "C", "C", "C", "H"], "coordinates": [[1.038, 0.302, -0.772], [-1.685, -0.950, -1.467], [-3.663, 3.039, 2.226], [1.820, -3.553, -3.014], [1.562, -1.767, 2.150], [5.352, 0.403, -4.808], [-5.457, 1.669, -1.928], [-1.356, -2.195, -1.350], [-3.175, -3.435, -1.355], [2.837, -0.919, 3.630], [1.554, 3.555, 0.972], [-0.436, -0.211, 3.296], [5.383, -1.275, 0.216], [3.675, 6.197, 0.996], [-4.769, -1.193, -3.618], [-3.982, 4.384, -1.824], [-1.218, 0.388, 3.747], [-0.101, -3.149, 0.064], [2.540, 1.676, -3.511], [3.616, 2.674, -2.503], [2.465, 6.073, -3.049], [1.632, 5.178, -3.714], [0.540, -4.120, 2.935], [3.420, -2.815, 2.335], [-2.209, -0.983, 1.762], [-4.246, -2.427, -0.379], [1.665, 3.146, 2.289], [1.030, 4.142, -3.014], [-5.014, 3.973, 0.382], [-2.054, 3.666, -1.231], [1.533, -0.346, -2.616], [2.201, 0.675, 5.271], [-2.363, -5.227, 3.060], [-6.980, 0.317, -3.893], [5.192, -0.853, -1.818], [-2.995, -0.653, -2.088], [0.389, 3.436, -3.530], [3.203, 4.956, 2.673], [-2.009, -5.763, 3.932], [1.450, 5.292, -4.774], [-4.712, -4.071, -0.779], [0.288, -2.883, -3.605], [-3.724, -5.110, 2.847], [-5.447, -0.054, -3.202], [-5.188, -4.468, 1.429], [-3.864, -3.441, -0.519], [-1.009, 0.040, -1.114], [1.817, -2.278, -4.259], [-3.673, 0.500, -1.695], [-1.426, -4.702, 2.180], [3.351, 6.655, -1.190], [-2.564, 0.047, 1.739], [-3.549, -1.499, -3.048], [0.567, 2.717, -0.445], [1.326, -2.645, -3.362], [1.273, 4.023, -1.656], [6.452, -1.662, -3.361], [-2.366, -1.414, 0.779], [2.362, -3.511, 1.116], [-1.877, -3.998, 1.046], [5.729, -0.920, -3.085], [2.690, -2.570, 1.565], [2.277, 4.645, 0.478], [0.602, 0.293, 5.906], [-1.873, 2.917, 1.055], [-4.234, -6.185, 4.638], [3.184, -1.981, 0.794], [4.342, 0.773, -2.948], [0.812, 1.704, 4.888], [-0.773, -1.020, 2.214], [1.118, 2.281, 2.644], [1.134, -1.706, -1.022], [4.022, 2.382, -4.210], [-4.132, -4.505, 1.667], [2.705, 5.945, -1.688], [-3.214, 3.206, 1.256], [-3.236, 1.156, -0.954], [0.843, -0.171, 3.830], [0.061, -5.765, 3.271], [-3.020, -2.390, -3.355], [-1.295, 3.149, -0.189], [-5.402, -6.355, 3.325], [-5.329, -4.859, 4.243], [-5.202, -1.829, -4.376], [1.347, -1.610, -2.300], [0.027, -4.981, 2.517], [5.191, 0.096, -3.792], [-4.723, -5.661, 3.820], [-1.609, 3.860, -2.198], [-2.836, -1.539, 2.459], [-1.274, 2.531, 1.875], [1.831, -0.940, 3.230], [3.845, 5.509, 3.343], [2.585, 3.560, 4.182], [0.251, -1.808, 1.658], [2.492, 3.859, 3.147], [3.577, 1.954, -3.316], [-3.394, 3.964, -1.020], [2.927, 6.881, -3.597], [3.104, 5.347, 1.346], [5.526, -1.776, -0.739], [2.108, 4.912, -0.973], [4.335, 0.178, -1.744], [3.382, 0.772, -0.221], [4.895, -2.662, -0.790], [0.602, -5.359, 1.666], [-3.243, -3.969, 0.743], [1.139, 0.674, 5.037], [-3.973, 3.732, 0.219], [-4.909, 0.791, -2.239], [6.568, -2.064, -0.841]]}